[1]
Here is C20H33IrN2OP3 as an isolated structure at a distorted geometry from OMol25. Energies are from the ωB97M-V functional and the def2-TZVPD basis.

Geometry as XYZ:
```
60
Properties=species:S:1:pos:R:3:forces:R:3:mulliken_spin:R:1
Ir -0.964985 0.052914 0.623700 0.156 0.267 1.374 0.96
C -2.992284 -2.506291 0.946821 -0.078 0.133 0.062 0.00
P -2.236455 -1.550096 -0.367377 0.242 -1.088 -0.658 -0.01
C -1.245116 -2.660794 -1.368690 -0.109 -0.134 -0.042 0.02
C -3.489647 -0.781173 -1.431914 0.008 0.212 0.048 -0.01
C -2.834973 0.428777 -2.109311 0.001 -0.083 -0.030 0.02
P -2.054342 1.420858 -0.808328 0.096 0.744 -0.397 -0.03
C -1.037677 2.697494 -1.530918 -0.254 0.165 -0.138 0.00
C -3.351440 2.213148 0.153539 -0.109 -0.004 -0.027 0.00
H -3.669846 -3.208224 0.446719 -0.058 -0.032 0.058 0.00
H -3.571505 -1.870772 1.617167 -0.068 -0.042 0.004 0.00
H -2.253535 -3.073930 1.513559 0.048 0.022 -0.060 0.00
H -1.926321 -3.428636 -1.751111 0.020 -0.029 -0.037 0.00
H -0.479109 -3.154050 -0.769753 -0.022 0.039 0.028 0.00
H -0.799008 -2.141172 -2.213944 -0.068 -0.053 -0.046 -0.01
H -4.340739 -0.500191 -0.806283 -0.024 0.077 -0.040 0.00
H -3.866688 -1.511171 -2.153475 0.104 -0.060 0.003 0.00
H -3.547485 1.032021 -2.679443 -0.036 0.013 0.094 0.00
H -2.045786 0.132168 -2.807719 -0.039 -0.048 -0.012 0.00
H -1.692274 3.259881 -2.206222 0.068 0.086 -0.016 0.00
H -0.224752 2.260801 -2.100417 0.073 -0.021 -0.123 0.00
H -0.647519 3.387855 -0.781702 -0.029 -0.040 0.028 0.00
H -3.930863 2.821406 -0.549420 -0.077 0.006 0.045 0.00
H -2.936673 2.880409 0.909361 0.040 -0.011 -0.030 0.00
H -4.016928 1.493665 0.630549 -0.047 0.020 -0.003 0.00
N -1.241192 -0.133674 4.815962 -0.032 0.098 -0.189 0.01
C -1.225525 0.645562 3.754963 -0.124 0.026 0.302 0.00
N -1.358709 1.959527 3.854005 0.033 -0.163 0.009 0.00
O -1.068064 0.069920 2.590460 0.209 0.062 0.250 0.09
H -1.380130 0.224318 5.751736 0.013 0.008 0.036 0.00
H -1.169752 -1.132357 4.703613 0.032 -0.080 0.041 0.00
H -1.508210 2.414583 4.745328 -0.002 0.018 0.005 0.00
H -1.344193 2.540506 3.036600 -0.006 0.081 -0.041 0.00
C 1.825631 1.684074 1.438693 -0.741 0.266 -0.020 0.00
P 1.403022 0.335520 0.314594 2.141 -0.836 -0.501 -0.01
C 1.732127 0.781885 -1.378103 -0.545 0.043 -0.021 0.02
C 2.412190 1.974291 -1.659621 0.099 0.106 0.061 0.00
C 2.737972 2.283349 -2.972256 -0.021 0.017 0.060 0.01
C 2.354047 1.438266 -4.007935 -0.004 0.009 0.017 0.02
C 1.663085 0.260012 -3.732700 -0.131 -0.054 0.002 0.00
C 1.338337 -0.065296 -2.427715 0.101 0.008 -0.124 0.03
C 2.442397 -1.065144 0.768617 -0.941 -0.541 -0.362 -0.05
C 2.390227 -2.277823 0.005967 -0.252 0.948 0.155 -0.01
C 3.285201 -3.284669 0.238415 0.658 -0.113 0.439 0.00
C 4.264541 -3.120085 1.238449 -0.291 0.877 0.325 -0.04
C 4.280287 -1.951829 2.049734 0.183 -1.169 -0.680 -0.01
C 3.365936 -0.951169 1.828184 -0.322 0.309 0.144 0.00
H 2.871305 1.970205 1.311258 0.049 -0.144 -0.076 0.00
H 1.648970 1.384096 2.471667 0.056 -0.010 -0.025 0.00
H 1.210463 2.555945 1.207259 0.054 0.068 0.045 0.00
H 2.733811 2.646078 -0.874837 -0.032 0.020 0.001 0.00
H 3.294850 3.185586 -3.190017 0.001 0.004 0.036 0.00
H 2.592633 1.698688 -5.031456 0.040 -0.032 0.005 0.00
H 1.384656 -0.400500 -4.543911 0.000 -0.006 0.013 0.00
H 0.813563 -0.989150 -2.230112 0.070 -0.004 0.035 -0.02
H 1.669711 -2.369983 -0.794943 0.030 -0.070 -0.031 0.00
H 3.278201 -4.195668 -0.345590 -0.054 0.056 -0.057 0.00
H 5.025793 -3.876723 1.389201 -0.110 -0.042 0.037 0.00
H 5.027026 -1.872667 2.829391 -0.026 0.142 -0.033 0.00
H 3.405766 -0.060546 2.439711 0.025 -0.041 0.059 0.00
```
Forces are in eV/Å.

As for the spin multiplicity: 2. The LUMO energy (alpha / beta) is -15.413 / -15.257 eV. Its charge is +4. As for the expectation value of S²: 0.7908. The total energy comes out at -56968.782 eV. For the molecular weight, the calculation gives 602.6 g/mol.

---

[2]
Here is a 17-piece molecular cluster, C25H79F3O20S overall at a distorted geometry from OMol25. Energies are from the ωB97M-V functional and the def2-TZVPD basis.

Geometry as XYZ:
```
128
Properties=species:S:1:pos:R:3:forces:R:3:mulliken_charge:R:1
C 1.753791 2.852531 1.058962 0.170 0.230 0.015 -1.36
C 2.126589 2.102943 -0.223184 0.121 -0.019 -0.121 1.03
C 3.522938 1.445005 -0.133454 0.038 0.291 0.201 -1.00
C 1.043076 1.100222 -0.678749 0.025 0.073 -0.046 -0.13
C 0.608111 0.101555 0.378576 0.158 0.189 -0.198 -0.56
O 1.630148 -0.941566 0.540390 -0.061 -0.241 -0.059 0.29
S 1.016856 -2.046748 1.492202 0.683 -0.469 0.780 1.12
O 1.194322 -1.620266 2.853593 -0.318 -0.264 -0.754 -0.71
O 1.486004 -3.350860 1.129125 -0.228 0.879 -0.069 -0.45
O -0.479501 -1.863896 1.033956 -0.212 0.237 -0.025 -0.48
C -0.613680 -0.744716 0.063588 -0.201 -0.365 0.161 0.45
C -2.016543 -0.156626 0.237075 -0.087 0.046 -0.170 -1.01
C -2.091041 1.337639 0.585166 0.106 0.069 -0.277 0.28
C -3.472285 1.776136 1.051774 0.186 -0.193 -0.073 0.88
F -3.399223 2.691191 2.028810 0.095 0.279 0.218 -0.25
F -4.242492 0.784343 1.501518 -0.041 -0.185 0.108 -0.32
F -4.164711 2.364921 0.047379 -0.090 0.064 -0.273 -0.28
H 2.577154 3.528670 1.319786 -0.204 -0.100 -0.001 0.55
H 1.618697 2.194477 1.925621 0.015 0.045 -0.104 0.28
H 0.868889 3.487681 0.917141 0.080 -0.262 0.027 0.01
H 2.173916 2.866588 -1.012080 -0.083 -0.147 0.138 0.20
H 4.074927 1.562542 -1.071537 -0.123 -0.152 0.080 0.30
H 3.480161 0.384271 0.107677 0.056 0.098 -0.041 0.16
H 4.111768 1.920403 0.660437 -0.102 -0.080 -0.191 0.10
H 0.149616 1.657910 -0.992433 0.120 -0.092 0.082 -0.43
H 1.390915 0.551378 -1.564775 -0.082 0.010 0.146 0.27
H 0.493276 0.573052 1.359684 0.007 -0.024 -0.106 0.33
H -0.518915 -1.214796 -0.920170 0.099 0.169 0.082 0.34
H -2.542250 -0.774729 0.969306 0.139 0.200 0.014 0.48
H -2.535920 -0.289117 -0.714562 0.009 -0.110 0.148 0.17
H -1.356092 1.678530 1.320282 -0.200 -0.222 0.045 0.19
H -1.899577 1.905474 -0.333531 0.053 0.037 0.240 -0.37
C 3.580735 -2.268796 -2.526515 0.037 0.120 0.184 -0.44
O 3.987899 -1.961915 -1.198981 0.019 0.017 -0.117 -0.45
H 4.475506 -2.454728 -3.111378 0.004 -0.015 -0.029 0.22
H 2.956979 -3.162851 -2.556890 -0.046 -0.100 -0.037 0.15
H 3.030326 -1.435376 -2.978949 0.005 -0.003 -0.035 0.25
H 3.196063 -1.818606 -0.674953 -0.009 -0.005 0.055 0.15
C -3.997759 5.600871 -1.102347 0.000 -0.101 0.103 -0.71
O -3.286108 5.430831 0.123886 -0.050 0.081 -0.310 -0.34
H -4.031226 6.667669 -1.310497 -0.006 0.011 -0.004 0.32
H -3.495459 5.094389 -1.930835 -0.001 0.026 -0.015 0.24
H -5.020008 5.225010 -1.021855 -0.014 0.028 -0.017 0.30
H -3.254402 4.489015 0.309743 -0.020 -0.005 0.138 0.15
C -0.918908 7.331036 2.027707 -0.029 -0.164 -0.083 -0.18
O -0.862118 6.951698 0.660550 0.110 0.177 -0.067 -0.49
H 0.090995 7.243556 2.421351 0.006 -0.010 0.003 -0.11
H -1.261010 8.361207 2.155037 0.007 0.010 -0.014 0.34
H -1.576884 6.666170 2.595014 0.005 0.033 0.053 0.13
H -1.752990 6.991581 0.300151 -0.104 -0.148 0.138 0.23
C 2.380006 6.363804 4.333165 0.092 0.110 -0.157 -0.52
O 2.940629 5.993729 3.079930 -0.063 -0.016 0.104 -0.43
H 2.020780 5.457536 4.813999 -0.001 -0.022 -0.026 0.22
H 3.123577 6.836111 4.980693 -0.019 -0.029 0.051 0.27
H 1.542065 7.053537 4.199111 -0.045 -0.027 0.111 0.21
H 3.250262 6.795110 2.650343 0.031 -0.025 -0.079 0.26
C -0.109617 -7.002205 1.409998 0.068 -0.017 0.042 -0.73
O 1.128227 -6.383443 1.082918 -0.050 0.217 -0.048 -0.33
H -0.045639 -8.038314 1.084853 -0.011 -0.009 -0.002 0.26
H -0.293319 -6.981791 2.486977 0.006 -0.022 -0.001 0.29
H -0.947820 -6.523087 0.896483 0.002 -0.011 -0.011 0.26
H 1.083019 -5.463538 1.370358 0.048 0.001 -0.050 0.23
C -3.174300 0.203984 -4.252762 0.034 -0.081 -0.026 -0.77
O -2.715877 0.567159 -2.947732 -0.092 0.050 0.072 -0.36
H -2.290970 -0.000365 -4.852520 0.017 0.017 0.000 0.25
H -3.801743 -0.688570 -4.222037 -0.003 0.012 0.011 0.30
H -3.734853 1.018317 -4.718081 0.028 0.019 -0.009 0.28
H -3.497933 0.755892 -2.420446 -0.030 0.039 -0.011 0.22
C -6.353342 -2.537337 -5.278890 -0.017 0.020 0.085 -0.36
O -5.935770 -2.137790 -3.973509 0.008 0.047 -0.059 -0.46
H -5.451610 -2.745710 -5.849523 0.013 -0.012 -0.001 0.25
H -6.959697 -3.445573 -5.241190 0.016 -0.012 -0.023 0.29
H -6.909504 -1.747764 -5.787341 0.024 -0.002 -0.036 0.04
H -6.721237 -1.956593 -3.451632 -0.014 -0.018 0.031 0.27
C -1.302949 -3.238611 4.552328 -0.086 -0.094 -0.100 -0.36
O -2.278876 -3.771290 3.659081 0.030 0.046 0.067 -0.55
H -1.259666 -3.901590 5.413011 -0.038 -0.019 -0.001 0.32
H -0.316751 -3.204364 4.089098 0.041 0.035 0.067 0.02
H -1.577068 -2.236900 4.894375 0.040 0.010 0.016 0.25
H -2.314395 -3.198882 2.888522 0.015 -0.017 -0.049 0.30
C 3.354263 -6.426688 -1.638316 0.098 -0.082 0.097 -0.45
O 3.850831 -6.120737 -0.350195 -0.059 0.059 -0.072 -0.45
H 4.214228 -6.520208 -2.300506 -0.005 -0.006 -0.025 0.21
H 2.802569 -7.371889 -1.648793 -0.001 -0.006 -0.014 0.27
H 2.703132 -5.641744 -2.027230 -0.054 0.086 -0.038 0.15
H 3.087676 -6.035126 0.232503 -0.035 -0.135 0.086 0.32
C -0.453623 4.313676 -2.444023 -0.021 0.085 0.158 -0.59
O 0.068852 4.793015 -1.218508 -0.078 -0.277 -0.111 -0.34
H 0.386167 3.939820 -3.026713 0.001 -0.021 -0.025 0.30
H -1.165192 3.490362 -2.302856 -0.020 -0.020 -0.033 0.09
H -0.944178 5.105844 -3.018547 -0.003 -0.012 -0.021 0.34
H -0.639557 5.172004 -0.684355 0.132 0.219 0.093 0.26
C -8.565545 0.653352 -5.984185 0.080 -0.001 -0.101 -0.55
O -7.790626 0.272394 -7.113449 -0.034 -0.013 0.080 -0.51
H -8.945233 -0.264392 -5.540187 -0.024 0.003 0.018 0.21
H -7.961562 1.179780 -5.239812 -0.028 0.002 0.025 0.25
H -9.415428 1.278613 -6.267703 -0.013 0.001 0.026 0.30
H -7.446995 1.066261 -7.530471 0.010 0.010 -0.031 0.29
C -5.486250 4.651212 4.431419 0.112 0.011 -0.010 -0.47
O -4.196225 5.017871 4.901822 -0.054 -0.015 -0.029 -0.50
H -6.207242 5.060665 5.134781 -0.015 -0.002 0.000 0.26
H -5.687649 5.066988 3.440108 -0.026 0.003 0.001 0.20
H -5.610190 3.565492 4.394183 -0.026 -0.002 0.007 0.23
H -3.542988 4.663869 4.292910 0.026 -0.005 -0.005 0.29
C 2.965118 -7.073445 3.722275 -0.037 0.066 0.143 -0.30
O 2.067396 -7.162352 4.829988 0.039 -0.023 -0.079 -0.54
H 2.687098 -7.855126 3.021204 -0.006 -0.002 -0.018 0.18
H 2.882661 -6.107935 3.221865 0.057 0.001 -0.043 0.03
H 4.001718 -7.223268 4.035198 0.003 -0.027 -0.016 0.35
H 2.302011 -6.468172 5.450594 -0.012 0.022 0.022 0.29
C 5.596343 -3.856825 -6.276327 -0.014 -0.009 0.082 -0.56
O 5.263499 -3.953723 -4.898020 0.028 -0.021 -0.132 -0.41
H 5.126333 -2.950168 -6.650437 0.002 0.005 -0.016 0.21
H 6.675705 -3.777748 -6.430091 0.002 0.007 -0.009 0.27
H 5.215650 -4.707507 -6.847801 -0.003 0.004 -0.011 0.25
H 5.670265 -4.748392 -4.542819 -0.006 -0.002 0.062 0.26
C 4.995869 -2.781079 2.305054 -0.056 -0.084 0.011 -0.07
O 4.077498 -3.294343 3.264843 0.037 0.130 -0.016 -0.54
H 5.901379 -3.378950 2.381193 0.016 0.004 0.001 0.33
H 4.616460 -2.868668 1.283813 0.001 0.001 -0.012 0.12
H 5.248109 -1.733687 2.504371 -0.006 -0.008 -0.025 -0.11
H 3.273012 -2.769288 3.207398 -0.068 -0.051 0.071 0.30
C 6.554241 1.316558 2.445322 -0.064 -0.021 0.009 -0.60
O 5.226221 1.197902 2.937604 0.055 -0.009 0.011 -0.44
H 6.531435 2.062214 1.653501 0.012 0.002 -0.011 0.24
H 7.247016 1.654207 3.220744 0.003 0.008 -0.002 0.30
H 6.918441 0.375034 2.025151 0.001 0.003 -0.013 0.26
H 5.221041 0.537961 3.636109 -0.032 -0.010 0.019 0.26
```
Forces are in eV/Å.

The LUMO energy is -0.081 eV. Its charge is 0. The total energy comes out at -87137.149 eV. For the molecular weight, the calculation gives 788.9 g/mol.

---

Which value of charge does entry 1 give?
+4